{
  "formula": "C15H18F2INO11",
  "method": "the ωB97M-V functional and the def2-TZVPD basis",
  "smiles": "C[C@H](O)CNCCOC1=C(I)C(=O)OC1=O.O=C1OC[C@@H](F)O1.O=C1OC[C@@H](F)O1",
  "spin_multiplicity": 1,
  "total_energy_ha": -1962.21879,
  "charge": 0,
  "species": ["C", "C", "O", "C", "N", "C", "C", "O", "C", "C", "I", "C", "O", "O", "C", "O", "H", "H", "H", "H", "H", "H", "H", "H", "H", "H", "H", "H", "C", "C", "O", "C", "O", "O", "F", "H", "H", "H", "C", "C", "O", "C", "O", "O", "F", "H", "H", "H"],
  "coordinates": [[-2.711, 4.062, 4.233], [-1.602, 4.858, 3.561], [-2.007, 6.210, 3.306], [-1.200, 4.236, 2.229], [0.182, 4.573, 1.874], [0.614, 4.007, 0.596], [1.698, 2.974, 0.859], [2.286, 2.535, -0.392], [1.601, 1.636, -1.089], [1.399, 1.582, -2.416], [1.951, 2.924, -3.845], [0.670, 0.337, -2.716], [0.341, -0.126, -3.764], [0.410, -0.311, -1.525], [1.026, 0.384, -0.493], [1.073, -0.040, 0.613], [-2.352, 3.074, 4.522], [-3.091, 4.581, 5.115], [-3.531, 3.919, 3.520], [-0.710, 4.887, 4.195], [-2.811, 6.396, 3.802], [-1.913, 4.574, 1.466], [-1.271, 3.145, 2.300], [0.234, 5.583, 1.796], [1.020, 4.770, -0.073], [-0.226, 3.529, 0.072], [2.508, 3.414, 1.439], [1.315, 2.119, 1.415], [-0.094, -3.250, -3.560], [1.288, -3.810, -3.809], [1.091, -5.203, -3.646], [-0.221, -5.483, -3.916], [-0.655, -6.572, -4.075], [-0.934, -4.339, -3.973], [2.190, -3.383, -2.885], [-0.246, -3.060, -2.499], [-0.314, -2.350, -4.123], [1.694, -3.620, -4.803], [0.228, -5.427, -0.152], [0.057, -3.993, 0.307], [-0.308, -4.141, 1.661], [0.184, -5.335, 2.108], [0.234, -5.661, 3.243], [0.617, -6.077, 1.061], [-0.938, -3.355, -0.367], [-0.723, -5.837, -0.499], [0.990, -5.557, -0.916], [0.958, -3.380, 0.243]]
}

{
  "formula": "C15H18F2O10P",
  "method": "the ωB97M-V functional and the def2-TZVPD basis",
  "spin_multiplicity": 1,
  "total_energy_ha": -1875.86527,
  "charge": -1,
  "species": ["O", "C", "O", "C", "C", "O", "P", "O", "C", "C", "C", "C", "C", "C", "H", "H", "H", "H", "H", "H", "H", "H", "H", "H", "H", "H", "C", "C", "O", "C", "O", "O", "F", "H", "H", "H", "C", "C", "O", "C", "O", "O", "F", "H", "H", "H"],
  "coordinates": [[-0.647, -0.208, -1.553], [-0.510, -0.108, -0.340], [0.669, -0.029, 0.265], [1.700, 0.596, -0.547], [2.448, -0.348, -1.549], [3.843, -0.192, -1.441], [4.024, 1.479, -0.894], [2.694, 1.165, 0.238], [-1.761, -0.119, 0.506], [-1.990, 0.761, 1.536], [-3.187, 0.664, 2.203], [-4.135, -0.255, 1.861], [-3.895, -1.145, 0.830], [-2.700, -1.059, 0.162], [1.225, 1.461, -1.028], [2.205, -0.042, -2.581], [2.033, -1.362, -1.451], [5.078, 1.719, -1.863], [5.045, 1.168, 0.078], [3.970, 2.872, -0.486], [3.134, 1.894, -1.978], [-1.253, 1.508, 1.805], [-3.420, 1.317, 3.040], [-5.091, -0.332, 2.366], [-4.614, -1.892, 0.512], [-2.507, -1.739, -0.660], [-4.427, -3.630, 5.653], [-3.790, -2.279, 5.452], [-4.804, -1.557, 4.774], [-5.994, -2.090, 5.174], [-7.048, -1.574, 5.016], [-5.810, -3.291, 5.783], [-2.699, -2.360, 4.659], [-4.290, -4.280, 4.788], [-4.064, -4.140, 6.542], [-3.530, -1.758, 6.376], [3.998, 1.870, -6.220], [4.902, 1.109, -5.281], [5.262, 2.087, -4.338], [4.226, 2.975, -4.273], [4.060, 3.757, -3.409], [3.393, 2.820, -5.349], [6.026, 0.673, -5.922], [4.561, 2.391, -6.997], [3.247, 1.237, -6.689], [4.427, 0.269, -4.770]]
}

{
  "formula": "C15H18N2O2S",
  "method": "the ωB97M-V functional and the def2-TZVPD basis",
  "smiles": "NNCCS(=O)(=O)C(c1ccccc1)c1ccccc1",
  "de_lowest_kj_mol": 511.4,
  "spin_multiplicity": 1,
  "total_energy_ha": -1240.41950,
  "charge": 0,
  "species": ["O", "O", "C", "C", "C", "C", "C", "C", "C", "C", "C", "C", "C", "C", "N", "N", "C", "C", "C", "S", "H", "H", "H", "H", "H", "H", "H", "H", "H", "H", "H", "H", "H", "H", "H", "H", "H", "H"],
  "coordinates": [[-0.540, 2.375, 0.855], [-2.452, 1.188, 0.061], [3.789, -0.783, -0.205], [-1.820, -2.048, 4.231], [3.408, 0.367, 0.417], [2.942, -1.880, -0.437], [-0.887, -0.986, 4.179], [-2.193, -2.592, 2.937], [2.026, 0.520, 0.707], [1.658, -1.738, -0.152], [-0.553, -0.462, 2.931], [-1.784, -2.040, 1.694], [1.125, -0.532, 0.355], [-0.899, -0.993, 1.701], [-0.973, 1.464, -4.846], [-0.957, 2.637, -3.925], [-1.509, 2.407, -2.590], [-0.404, -0.366, 0.353], [-0.510, 1.662, -1.695], [-0.989, 1.288, -0.016], [4.767, -1.017, -0.473], [-2.078, -2.470, 5.108], [4.083, 1.114, 0.694], [3.278, -2.776, -0.926], [-0.305, -0.434, 4.967], [-2.907, -3.425, 2.929], [1.923, 1.576, 1.162], [0.932, -2.528, -0.489], [-0.030, 0.426, 2.881], [-2.108, -2.495, 0.758], [-0.817, 1.638, -5.846], [-0.424, 0.643, -4.521], [-0.059, 3.001, -3.820], [-2.348, 1.644, -2.662], [-1.895, 3.390, -2.205], [-0.794, -1.050, -0.395], [0.008, 0.909, -2.214], [0.296, 2.366, -1.505]]
}

{
  "formula": "C15H18N2O6S",
  "method": "the ωB97M-V functional and the def2-TZVPD basis",
  "smiles": "O=C(COC(=O)CSc1ccc([N+](=O)[O-])cc1)NC[C@@H]1CCCO1",
  "de_lowest_kj_mol": 198.7,
  "spin_multiplicity": 1,
  "total_energy_ha": -1541.46420,
  "charge": 0,
  "species": ["O", "C", "N", "H", "C", "H", "H", "C", "C", "H", "C", "H", "C", "H", "H", "O", "H", "H", "H", "C", "H", "H", "O", "C", "O", "C", "H", "H", "S", "C", "C", "C", "C", "C", "C", "H", "H", "N", "O", "O", "H", "H"],
  "coordinates": [[1.560, 0.289, 2.677], [1.082, 0.638, 1.620], [0.152, -0.049, 0.933], [-0.071, 0.270, 0.001], [-0.146, -1.427, 1.242], [0.149, -1.584, 2.280], [-1.216, -1.613, 1.128], [0.646, -2.379, 0.316], [0.695, -3.797, 0.892], [0.859, -4.513, 0.086], [1.917, -3.736, 1.817], [1.618, -3.588, 2.853], [2.707, -2.513, 1.307], [3.704, -2.772, 0.945], [2.800, -1.749, 2.088], [1.992, -1.982, 0.200], [2.509, -4.646, 1.759], [-0.222, -4.056, 1.413], [0.223, -2.340, -0.693], [1.449, 1.992, 1.010], [2.516, 2.177, 1.170], [0.893, 2.780, 1.532], [1.151, 2.044, -0.386], [1.644, 3.096, -1.051], [2.283, 3.976, -0.550], [1.258, 3.048, -2.514], [1.325, 2.044, -2.925], [1.883, 3.739, -3.078], [-0.442, 3.699, -2.685], [-1.436, 2.438, -1.961], [-2.575, 2.847, -1.264], [-3.391, 1.917, -0.659], [-3.067, 0.567, -0.750], [-1.965, 0.146, -1.486], [-1.153, 1.079, -2.095], [-0.309, 0.745, -2.676], [-1.767, -0.912, -1.579], [-3.864, -0.407, -0.060], [-4.939, -0.057, 0.376], [-3.397, -1.525, 0.056], [-4.262, 2.215, -0.095], [-2.796, 3.900, -1.193]]
}

{
  "formula": "C15H18N4O3S2",
  "method": "the ωB97M-V functional and the def2-TZVPD basis",
  "smiles": "O=C(CSC(=S)N1CCOCC1)Nc1ncc2c(n1)CCCC2=O",
  "de_lowest_kj_mol": 1564.5,
  "spin_multiplicity": 1,
  "total_energy_ha": -1822.95884,
  "charge": 0,
  "species": ["O", "C", "N", "C", "N", "C", "C", "C", "N", "H", "C", "O", "C", "C", "C", "H", "H", "H", "H", "H", "H", "H", "C", "H", "H", "S", "C", "N", "C", "H", "H", "C", "H", "O", "C", "H", "C", "H", "H", "H", "H", "S"],
  "coordinates": [[-0.177, -0.396, -3.084], [0.033, -0.776, -2.092], [1.302, -0.616, -1.625], [1.918, -0.888, -0.287], [3.166, -0.139, -0.009], [3.755, -0.625, 1.220], [3.142, -1.549, 2.270], [2.009, -1.981, 1.622], [1.426, -1.748, 0.503], [1.379, -2.673, 2.377], [3.879, -2.007, 3.226], [3.449, -2.613, 4.053], [5.175, -1.006, 3.604], [5.270, 0.067, 2.822], [5.131, 0.105, 1.315], [5.841, -0.697, 1.054], [5.014, 1.062, 0.994], [4.540, 0.806, 3.393], [6.240, 0.560, 2.904], [5.883, -2.024, 3.174], [5.436, -1.095, 4.594], [2.038, -0.179, -1.944], [-0.786, -1.835, -1.308], [-0.658, -1.802, -0.096], [-0.500, -2.708, -1.827], [-2.547, -1.276, -1.752], [-2.549, 0.511, -0.985], [-3.651, 0.951, -1.474], [-4.782, 0.352, -1.871], [-4.683, 0.365, -3.023], [-4.894, -0.639, -1.738], [-5.963, 1.333, -1.738], [-6.269, 1.193, -0.645], [-5.945, 2.667, -2.072], [-4.627, 3.133, -2.046], [-4.770, 4.014, -2.055], [-3.728, 2.563, -1.144], [-2.915, 2.698, -0.879], [-4.229, 2.538, -0.058], [-4.083, 2.782, -3.074], [-7.066, 0.763, -2.096], [-1.203, 0.808, -0.202]]
}

{
  "formula": "C15H18O",
  "method": "the ωB97M-V functional and the def2-TZVPD basis",
  "smiles": "CCc1ccc(O)cc1.Cc1ccccc1",
  "de_lowest_kj_mol": 96.2,
  "spin_multiplicity": 1,
  "total_energy_ha": -657.58042,
  "charge": 0,
  "species": ["C", "C", "C", "C", "C", "C", "C", "C", "O", "H", "H", "H", "H", "H", "H", "H", "H", "H", "H", "C", "C", "C", "C", "C", "C", "C", "H", "H", "H", "H", "H", "H", "H", "H"],
  "coordinates": [[1.140, 3.164, 2.253], [1.301, 4.330, 1.250], [0.084, 2.159, 1.900], [-0.395, 1.275, 2.860], [-0.252, 1.843, 0.574], [-1.381, 0.334, 2.607], [-0.910, 0.668, 0.276], [-1.663, 0.042, 1.280], [-2.721, -0.720, 0.863], [2.108, 2.668, 2.299], [0.907, 3.603, 3.221], [2.193, 4.166, 0.642], [0.013, 1.309, 3.865], [-0.081, 2.545, -0.240], [-1.955, -0.223, 3.338], [-1.180, 0.354, -0.719], [-2.710, -1.624, 1.206], [1.568, 5.242, 1.788], [0.422, 4.486, 0.632], [1.960, -1.111, -1.459], [-1.298, -3.667, -2.554], [-0.771, -3.737, -1.271], [-0.888, -2.636, -3.379], [0.200, -2.822, -0.881], [0.016, -1.670, -2.960], [0.713, -1.880, -1.773], [-1.972, -4.424, -2.926], [-1.055, -4.501, -0.555], [-1.338, -2.556, -4.360], [0.740, -3.043, 0.034], [0.280, -0.808, -3.549], [2.068, -0.303, -2.185], [2.827, -1.745, -1.632], [2.032, -0.718, -0.447]]
}